*i*
A cluster of 14 separate species, C44H124N8O20 in total, computed with ωB97M-V/def2-TZVPD.

The geometry in XYZ format:
```
196
C44H124N8O20 (ωB97M-V/def2-TZVPD)
C -5.07557 -2.27256 3.96796
C -4.38665 -3.11447 2.84109
C -4.10936 -4.53635 3.25422
O -3.33169 -4.67684 4.42599
C -3.31626 -6.00849 4.95935
N -5.20705 -3.18711 1.61206
H -5.22560 -1.35528 3.38160
H -4.37868 -2.17474 4.79826
H -5.94494 -2.78322 4.31732
H -3.50202 -2.53594 2.44573
H -3.65467 -5.11790 2.41256
H -5.07819 -4.99491 3.42144
H -3.10595 -6.77628 4.11846
H -4.19569 -6.32150 5.51759
H -2.43975 -6.15729 5.56908
H -6.22138 -3.36850 1.78684
H -5.37690 -2.23646 1.33805
C -0.79224 -2.69089 4.77692
C 0.63472 -3.05393 4.77392
C 1.06152 -3.85216 3.51562
O 0.71687 -3.19288 2.29247
C 1.07562 -3.97529 1.11722
N 1.54866 -1.97677 5.01787
H -0.97305 -1.81810 5.31922
H -1.35795 -3.51749 5.11710
H -1.10318 -2.59882 3.73989
H 0.84108 -3.76448 5.54083
H 0.68677 -4.87547 3.55605
H 2.16401 -4.01743 3.49620
H 0.76175 -3.46535 0.24104
H 0.56149 -4.95204 1.09395
H 2.13772 -4.24302 1.08882
H 1.38548 -1.31004 4.36105
H 2.46431 -2.33554 5.17329
C 3.21148 2.99082 3.19020
C 4.61491 2.44189 3.26061
C 4.46754 0.98453 3.45664
O 3.97947 0.36481 2.23351
C 3.91686 -1.06828 2.34860
N 5.57334 2.71669 2.16166
H 2.64081 2.85164 4.09949
H 2.65102 2.46365 2.42804
H 3.22759 4.05560 2.81660
H 5.05380 2.88974 4.10035
H 3.82197 0.79495 4.32943
H 5.50558 0.57916 3.59237
H 3.59212 -1.34934 1.34678
H 3.25985 -1.53091 3.10004
H 4.90239 -1.43055 2.59231
H 5.76738 3.71361 2.11939
H 5.13135 2.52102 1.22117
C 3.33846 -0.67996 -4.83101
C 3.43308 -1.79606 -3.83856
C 4.81076 -1.91503 -3.23604
O 5.73394 -2.09134 -4.22662
C 6.86412 -2.94449 -4.04430
N 2.45920 -1.61443 -2.74607
H 3.90278 -0.86407 -5.72251
H 3.66979 0.32565 -4.39950
H 2.27628 -0.55784 -5.11148
H 3.22558 -2.74167 -4.38249
H 4.89090 -2.79138 -2.59795
H 5.05766 -0.97777 -2.60125
H 7.74121 -2.55023 -3.43780
H 7.24815 -3.07418 -4.99956
H 6.52695 -3.91083 -3.65044
H 1.55741 -1.44246 -3.07867
H 2.50732 -2.39790 -2.10746
C 2.25247 3.57737 -0.90342
C 2.73647 2.27328 -1.45370
C 4.11574 2.33065 -2.09414
O 5.09111 2.74183 -1.15804
C 6.48894 2.63049 -1.46599
N 2.52522 1.20203 -0.44860
H 1.32043 3.41144 -0.33023
H 2.12047 4.27500 -1.78077
H 2.93307 4.06142 -0.21426
H 2.05174 2.00973 -2.26960
H 4.04418 3.20066 -2.80567
H 4.29462 1.40093 -2.61864
H 6.69585 3.14133 -2.44647
H 6.68790 1.57381 -1.48562
H 7.08851 3.28084 -0.72420
H 3.15914 1.22153 0.36430
H 2.65643 0.29585 -0.95063
C -2.75087 1.48001 -7.51606
C -2.26889 1.56171 -6.07111
C -0.97478 2.31370 -6.09968
O -0.41733 2.56926 -4.71828
C 0.76329 3.26418 -4.78668
N -3.14853 2.29179 -5.25976
H -3.05168 2.47961 -7.84076
H -3.57858 0.81128 -7.63711
H -1.99288 1.12522 -8.14101
H -2.14334 0.54585 -5.86433
H -1.16405 3.29315 -6.57554
H -0.22392 1.66291 -6.60365
H 1.56850 2.54739 -5.22653
H 0.97260 3.54542 -3.74374
H 0.79144 4.17311 -5.44030
H -4.11380 1.93962 -5.17479
H -2.68807 2.38101 -4.36088
C -2.43914 1.44530 5.61077
C -0.98444 1.09146 5.30107
C -0.85755 0.80029 3.84107
O 0.49356 0.35696 3.59511
C 0.78162 0.08203 2.23219
N 0.04366 2.11519 5.72049
H -3.08155 0.68051 5.07251
H -2.78693 2.41499 5.36945
H -2.72322 1.33233 6.66882
H -0.84764 0.13159 5.92109
H -1.08501 1.67521 3.24757
H -1.49022 -0.10765 3.55757
H 0.64357 1.08588 1.69874
H 0.06536 -0.50589 1.63778
H 1.82737 -0.28056 2.12388
H 0.93625 1.81649 5.44980
H -0.02086 2.23146 6.73095
C -0.80582 -1.13292 -1.01821
C -1.14055 0.11788 -1.82072
C -1.36772 1.26934 -0.93436
O -1.89116 2.21653 -1.84946
C -1.95558 3.50355 -1.25985
N -0.09492 0.31107 -2.81851
H -1.48181 -1.40105 -0.13375
H 0.11965 -1.01121 -0.51923
H -0.78055 -1.97666 -1.65218
H -2.06172 -0.07983 -2.34652
H -0.44040 1.67676 -0.42975
H -2.06284 1.14072 -0.09873
H -2.35339 4.16647 -1.98994
H -1.00517 3.85516 -0.86899
H -2.60843 3.38441 -0.33220
H -0.42607 1.13533 -3.25544
H 0.78543 0.47169 -2.35940
C -5.14662 3.24505 2.26251
C -5.46872 1.92831 2.88826
O -4.71648 0.98119 2.25079
O -3.76214 3.41493 2.45371
H -5.73673 3.93432 2.89635
H -5.47953 3.20869 1.21619
H -6.56500 1.74807 2.69019
H -5.39123 1.96731 4.01040
H -3.85851 1.39689 2.03635
H -3.45430 4.28915 2.10264
C 2.06687 -5.59230 -2.69287
C 3.06406 -6.28219 -1.84380
O 3.40869 -7.46971 -2.48373
O 2.56097 -4.94385 -3.81594
H 1.58254 -4.85587 -2.10195
H 1.34190 -6.29658 -2.99719
H 2.66278 -6.54415 -0.87054
H 3.90781 -5.57760 -1.68268
H 3.60101 -7.24154 -3.42847
H 1.80891 -4.49512 -4.23866
C 0.04687 5.46769 2.04348
C -0.46109 4.04722 2.48034
O -1.13377 4.27259 3.72514
O 0.90102 5.95833 3.10914
H -0.80100 6.15892 1.94944
H 0.59469 5.32676 1.09875
H 0.40573 3.42083 2.67166
H -1.13338 3.57951 1.72392
H -0.71912 3.77551 4.46369
H 0.47430 5.83402 3.96554
C -3.93564 7.09556 0.44627
C -2.98606 8.27263 0.34874
O -1.96036 7.71225 -0.45977
O -3.28773 5.93000 0.94606
H -4.19654 6.83663 -0.57172
H -4.75578 7.31332 1.17823
H -2.75586 8.45695 1.39469
H -3.43408 9.03742 -0.26144
H -1.26301 8.32789 -0.67076
H -2.44382 5.86439 0.45673
C -2.41094 -4.32089 -1.23332
C -3.77425 -4.99874 -1.34211
O -4.83965 -4.02052 -1.26525
O -1.26846 -5.13205 -1.35791
H -2.46657 -3.84916 -0.24152
H -2.41441 -3.46778 -2.02890
H -3.88104 -5.80068 -0.58770
H -4.06184 -5.53680 -2.28797
H -4.84076 -3.69688 -0.35145
H -1.20193 -5.42498 -2.28331
C -1.35822 -2.26606 -4.79827
C -0.72001 -3.50980 -4.21593
O 0.41282 -3.78642 -5.01108
O -0.26604 -1.39635 -5.06473
H -1.99731 -1.80470 -4.00193
H -1.91985 -2.51270 -5.68450
H -1.36681 -4.33674 -4.24410
H -0.35165 -3.28593 -3.15246
H 0.70646 -2.87597 -5.27265
H -0.13061 -0.81400 -4.28489
```

Values from the calculation:
LUMO = 0.46 eV
gap between HOMO and LUMO = 9.10 eV
charge = 0
highest occupied orbital energy = -8.6385 eV

***

*ii*
A cluster of 14 separate species, C44H124N8O20 in total, computed with ωB97M-V/def2-TZVPD.

The geometry in XYZ format:
```
196
C44H124N8O20 (ωB97M-V/def2-TZVPD)
C 0.16514 -4.71236 -7.22543
C 0.83456 -3.60376 -6.41687
C 0.46113 -3.66485 -4.94281
O 1.12769 -2.60143 -4.26800
C 1.49256 -2.89158 -2.94444
N 2.31585 -3.77488 -6.55595
H -0.91671 -4.62495 -7.32274
H 0.36885 -5.64010 -6.68276
H 0.64332 -4.77700 -8.19933
H 0.53153 -2.61024 -6.76083
H 0.72248 -4.62078 -4.47984
H -0.61061 -3.41856 -4.91930
H 0.74974 -3.33866 -2.27970
H 1.98146 -1.98688 -2.58788
H 2.31781 -3.63014 -2.92790
H 2.56322 -3.17050 -7.34334
H 2.71613 -3.24150 -5.77815
C 5.92681 0.51289 2.29772
C 6.44214 -0.11530 1.00279
C 5.56288 0.19638 -0.21637
O 4.21036 -0.07348 0.09408
C 3.36994 0.38102 -0.97622
N 7.84137 0.28490 0.80862
H 5.72342 1.57668 2.17769
H 6.67022 0.33281 3.07346
H 5.01643 0.01526 2.63486
H 6.43795 -1.19678 1.16823
H 5.91408 -0.52880 -0.96611
H 5.74715 1.24049 -0.50174
H 3.18548 1.46113 -0.91576
H 2.42237 -0.12742 -0.83937
H 3.93046 0.24997 -1.90388
H 8.25876 -0.28863 0.06826
H 7.87799 1.19164 0.32930
C -3.90078 1.89072 -2.25429
C -4.47412 3.21244 -2.74479
C -5.55823 3.01368 -3.77318
O -6.05512 4.28448 -4.14605
C -7.41479 4.27171 -4.50460
N -4.89701 4.01470 -1.60568
H -4.57315 1.27768 -1.64044
H -2.96679 2.02523 -1.70588
H -3.70608 1.21373 -3.09726
H -3.60256 3.68622 -3.24151
H -6.34529 2.39956 -3.31063
H -5.17697 2.50375 -4.66281
H -8.04446 3.97053 -3.66278
H -7.57974 3.55881 -5.32602
H -7.68760 5.25190 -4.88553
H -5.25003 4.91399 -1.92653
H -4.08189 4.27130 -1.05467
C -0.15002 1.26876 -6.55168
C -1.53320 1.39741 -5.95907
C -2.46799 2.30603 -6.72194
O -1.91165 3.57504 -6.85408
C -2.88420 4.56504 -7.11144
N -2.16105 0.04508 -5.85776
H 0.34854 2.24345 -6.56278
H -0.21003 0.98084 -7.60517
H 0.49664 0.55676 -6.04120
H -1.53624 1.68426 -4.89921
H -3.41712 2.30929 -6.15453
H -2.80654 1.86822 -7.67559
H -3.57082 4.70532 -6.27220
H -3.38670 4.31746 -8.05054
H -2.38262 5.52222 -7.25637
H -1.55599 -0.55364 -5.31825
H -3.08232 0.15873 -5.44526
C -1.77378 -3.46652 4.35270
C -0.62009 -4.19748 5.02969
C -1.00880 -5.59178 5.49756
O 0.06576 -6.21097 6.17684
C 0.15359 -5.91395 7.55514
N 0.49419 -4.23631 4.03560
H -1.40509 -2.48369 4.06513
H -2.63615 -3.44166 5.02589
H -2.15183 -3.97546 3.46211
H -0.17562 -3.62101 5.84603
H -1.19415 -6.24543 4.64595
H -1.91136 -5.57432 6.12131
H 1.01357 -6.43356 7.97746
H -0.75978 -6.24019 8.06200
H 0.37536 -4.84973 7.71697
H 1.20610 -4.83385 4.49179
H 0.26387 -4.96316 3.31960
C 2.55048 2.09001 1.88241
C 2.37037 2.98311 3.10414
C 3.33884 2.70367 4.25396
O 3.35077 3.80799 5.10153
C 3.84745 3.61707 6.40407
N 2.44362 4.39034 2.69293
H 2.75401 1.05581 2.14911
H 3.41592 2.40214 1.28696
H 1.65050 2.23892 1.28802
H 1.34247 2.80477 3.44343
H 4.28769 2.54710 3.71512
H 3.15122 1.78391 4.81498
H 4.24239 2.60265 6.50620
H 3.03063 3.70054 7.12412
H 4.64242 4.33090 6.60663
H 3.16366 4.43493 1.97300
H 2.76058 5.00764 3.43490
C -0.97155 6.49000 -3.80273
C 0.04565 5.43039 -4.18566
C -0.11314 4.07039 -3.51837
O 1.08010 3.35494 -3.75594
C 1.10289 2.12315 -3.09454
N 0.25076 5.40012 -5.64388
H -0.88754 6.82188 -2.75969
H -1.99213 6.08696 -3.88492
H -0.94068 7.44099 -4.33176
H 0.98964 5.83843 -3.79298
H -1.00083 3.56463 -3.92441
H -0.27998 4.21462 -2.44045
H 0.44359 1.35886 -3.53392
H 0.81752 2.16899 -2.03156
H 2.09931 1.67552 -3.12707
H 1.05463 4.80878 -5.84530
H -0.53225 4.85479 -6.01587
C 4.08627 -0.27559 8.07378
C 2.62615 0.02266 8.42162
C 1.63450 -0.63246 7.45835
O 1.79296 -0.11768 6.16202
C 1.03345 -0.86565 5.21967
N 2.37564 -0.37549 9.82583
H 4.22577 -0.16263 6.99651
H 4.42703 -1.26110 8.38774
H 4.68376 0.46403 8.60698
H 2.48159 1.10412 8.35892
H 0.62933 -0.57331 7.90196
H 1.87699 -1.71269 7.46738
H 1.08547 -0.24376 4.32387
H -0.00938 -1.03745 5.50312
H 1.49999 -1.83145 4.99997
H 1.54144 0.15084 10.11063
H 1.99863 -1.32586 9.87908
C -4.02893 0.67368 2.59236
C -3.94205 -0.79528 2.85656
O -5.11187 -1.50781 2.40725
O -4.89078 1.35467 3.52276
H -4.42921 0.85769 1.59792
H -3.06871 1.17856 2.71272
H -3.68089 -1.08240 3.88118
H -3.15011 -1.21169 2.21473
H -4.86540 -2.40419 2.18560
H -4.44242 1.42712 4.36803
C -0.83383 3.80001 1.39205
C -2.32213 3.97892 1.26235
O -2.60696 5.19665 0.60101
O -0.30010 4.89583 2.11449
H -0.36994 3.71440 0.39543
H -0.56338 2.86889 1.91347
H -2.77022 3.96130 2.26630
H -2.76086 3.11131 0.76425
H -1.97463 5.83365 0.96674
H 0.67267 4.75337 2.24498
C 3.37615 -3.04118 1.30762
C 2.67678 -2.18338 2.33598
O 1.28150 -2.14500 2.19252
O 3.51022 -4.41580 1.68321
H 4.35408 -2.64996 1.01883
H 2.75326 -2.97434 0.40514
H 3.02669 -1.15831 2.20177
H 3.02273 -2.43965 3.34363
H 0.95081 -2.91148 2.71959
H 3.21989 -4.92884 0.91795
C 0.86163 -6.29137 1.18379
C 0.79469 -5.37906 -0.03562
O 2.04601 -5.35761 -0.70543
O -0.32000 -6.15481 2.00103
H 1.76802 -6.14018 1.77393
H 0.87382 -7.31932 0.79071
H 0.56904 -4.35619 0.29596
H -0.04589 -5.62395 -0.69895
H 2.20429 -6.10106 -1.29130
H -0.71964 -7.01080 2.16195
C -5.00840 -1.69225 -3.81961
C -3.78682 -1.88609 -2.92472
O -2.66968 -2.37842 -3.64555
O -4.77956 -0.58489 -4.70042
H -5.88978 -1.42564 -3.22244
H -5.24778 -2.60088 -4.37797
H -4.16813 -2.56147 -2.14563
H -3.54251 -0.96237 -2.40361
H -2.63163 -3.33533 -3.55557
H -5.07443 -0.81937 -5.58560
C -1.12289 -1.06333 -0.66336
C -0.40305 -0.03860 0.20726
O -0.87624 -0.12275 1.53337
O -0.79302 -0.83469 -2.03482
H -2.20454 -0.99491 -0.51832
H -0.75010 -2.05744 -0.37540
H -0.53139 0.95168 -0.23900
H 0.67139 -0.25512 0.19493
H -0.41446 -0.82823 2.00614
H -1.45171 -1.29995 -2.58441
```

Values from the calculation:
LUMO = -0.23 eV
gap between HOMO and LUMO = 8.39 eV
charge = 0
highest occupied orbital energy = -8.6264 eV

***

The structure shown above that is least stable: *i*.